The following is a DFT calculation (ωB97M-V/def2-TZVPD) of C35H49AsN3O6S2Si2W as an isolated structure.

Cartesian coordinates (Å):
W: -0.12406 0.07497 -0.08563
C: 2.58286 0.32357 3.56311
Si: 2.67492 -1.03262 2.20717
C: 4.56009 -1.47747 2.20767
C: 1.90353 -2.63808 2.92548
C: 1.85050 -0.41258 0.67824
C: 2.52246 0.05607 -0.43726
C: 3.91817 0.05576 -0.76652
C: 4.37253 0.72208 -1.86075
C: 3.46755 1.44544 -2.66534
C: 2.13232 1.39658 -2.35134
N: 1.63337 0.67964 -1.33752
Si: 0.63977 -2.97130 -1.55827
C: 0.10922 -4.32362 -0.29010
C: 2.55258 -3.10604 -1.64114
C: -0.23429 -3.39781 -3.22249
H: 3.18290 0.04048 4.42504
H: 1.55908 0.45421 3.90164
H: 2.94359 1.28426 3.20025
H: 4.83011 -1.95182 3.14860
H: 5.16229 -0.57910 2.11673
H: 4.84435 -2.15542 1.40731
H: 1.95559 -2.63199 4.01105
H: 2.39413 -3.54068 2.56949
H: 0.85438 -2.69649 2.66386
H: 4.59578 -0.47012 -0.11621
H: 5.42751 0.72978 -2.10184
H: 3.81412 2.03161 -3.50003
H: 1.40601 1.97189 -2.91319
H: 0.89283 -5.06311 -0.15225
H: -0.78569 -4.86373 -0.58872
H: -0.07749 -3.87311 0.67927
H: 2.96681 -3.01583 -0.63985
H: 2.99823 -2.32175 -2.24659
H: 2.86716 -4.06099 -2.04806
H: -1.29467 -3.14940 -3.16857
H: -0.16066 -4.45253 -3.46264
H: 0.17809 -2.84575 -4.06179
O: -2.65627 -2.67192 -0.35814
As: -2.52615 -0.81301 -0.47272
O: -3.75997 -0.60467 -1.58156
O: 0.18150 -1.48718 -1.19256
C: -3.55748 -0.72452 1.24304
C: -4.93599 -0.62885 1.29983
C: -5.58888 -0.59024 2.52887
C: -4.85835 -0.67125 3.71976
C: -3.48437 -0.77922 3.68105
C: -2.84453 -0.80352 2.43972
S: -1.10919 -0.73594 2.29087
O: -0.49877 -0.85348 3.57858
O: -0.59718 -1.64931 1.25450
O: -0.85416 0.58939 1.63042
H: -1.84312 -3.06878 -0.67409
H: -5.47251 -0.57604 0.35776
H: -6.66360 -0.50632 2.56231
H: -5.37301 -0.64624 4.66946
H: -2.87883 -0.83443 4.57308
C: -2.03825 1.87466 -5.08175
C: -0.85269 1.63031 -4.13272
C: -0.95814 0.20024 -3.60865
C: -0.86540 2.74050 -3.09709
C: -0.56597 4.01300 -3.53862
C: -0.81278 5.13872 -2.76600
C: -1.57177 4.97970 -1.61662
C: -1.90640 3.73327 -1.13031
C: -3.01642 3.69013 -0.10327
C: -4.32398 4.00030 -0.85309
C: -3.19465 2.37215 0.63188
C: -1.28330 2.56006 -1.71779
N: -1.01203 1.47588 -1.03312
H: -2.00975 1.16419 -5.90635
H: -2.01784 2.88401 -5.48640
H: -2.96689 1.73952 -4.53466
H: 0.06416 1.70700 -4.73447
H: -1.93624 0.04393 -3.14460
H: -0.16932 -0.02749 -2.88015
H: -0.86939 -0.49375 -4.44465
H: -0.13416 4.14734 -4.52213
H: -0.51432 6.12050 -3.09953
H: -1.94220 5.86030 -1.10460
H: -2.85013 4.48696 0.63420
H: -4.53602 3.19224 -1.54947
H: -4.23797 4.92766 -1.41689
H: -5.16150 4.07880 -0.16054
H: -3.53900 1.61102 -0.07361
H: -3.94473 2.47665 1.41530
H: -2.25526 2.06499 1.09011
S: 1.06206 2.49026 0.85144
C: 0.05093 3.48894 1.83176
N: -0.11013 4.78897 1.37752
C: -0.93229 5.68764 2.02727
C: -1.55445 5.33171 3.18378
C: -1.37730 4.03633 3.70210
C: -0.54973 3.13329 3.01806
H: 0.22664 4.97831 0.44599
H: -1.02263 6.66177 1.57132
H: -2.18823 6.04088 3.69731
H: -1.87741 3.73340 4.60720
H: -0.41170 2.13196 3.39675

total charge = -1
HOMO = -3.5 eV
relative energy (zero: lowest compared OMol25 entry of this formula, charge and spin) = 317.8 kJ/mol
largest force on an atom = 6.6 eV/Å